Molecular formula: C35H31ClCoN7O5S
Method: DFT, the ωB97M-V functional and the def2-TZVPD basis

```
81
Properties=species:S:1:pos:R:3:forces:R:3:lowdin_charge:R:1
Co 0.366606 0.600211 0.023326 -0.765 0.978 0.534 0.5107
O -1.371094 2.021011 3.879626 0.182 -0.131 0.182 0.0725
C -2.203494 2.829011 3.226626 -0.228 0.355 -0.250 -0.2646
C -3.296894 3.344611 3.934026 0.069 -0.174 0.123 -0.0239
C -4.200594 4.197411 3.336626 0.009 0.009 0.037 -0.1112
C -4.025994 4.604111 2.020526 -0.178 0.135 -0.027 -0.1175
C -2.957694 4.108011 1.304826 -0.050 -0.036 0.126 -0.0422
C -2.063294 3.211611 1.880026 -0.001 -0.097 0.232 -0.0734
C -1.076294 2.547511 1.028326 0.604 -0.076 -1.079 -0.4116
O -0.678094 1.380611 1.359526 -0.624 -0.157 0.820 -0.0961
N -0.715494 3.100911 -0.107874 -1.022 1.291 0.494 0.0914
N 0.073606 2.267011 -0.809674 0.991 -0.166 -1.474 -0.0722
C 0.321606 2.547511 -2.052874 -0.489 0.478 1.181 -0.0743
C 1.138606 1.753011 -2.900074 0.509 -0.808 -0.198 -0.1482
C 1.421406 2.196811 -4.200674 -0.104 -0.084 0.219 -0.0750
C 2.261706 1.499711 -5.031674 0.058 0.092 -0.354 -0.1405
C 2.855006 0.320911 -4.573574 -0.054 0.054 0.119 -0.1158
C 2.584906 -0.153089 -3.315874 -0.003 -0.010 0.046 -0.0493
C 1.706006 0.522511 -2.431774 -0.003 0.543 -0.179 -0.3668
O 1.475606 0.033711 -1.266074 1.206 -1.181 -1.156 -0.1849
H -0.569294 1.772311 3.357626 -0.045 0.085 -0.006 0.0776
H -3.421794 3.041711 4.962926 0.015 -0.046 0.113 0.1078
H -5.055794 4.546011 3.900526 -0.014 0.057 0.070 0.0922
H -4.732194 5.281511 1.560926 -0.022 0.041 -0.045 0.0871
H -2.803394 4.372111 0.270726 0.035 0.015 -0.110 0.1017
H -0.106694 3.460311 -2.467374 -0.029 0.057 0.152 0.1234
H 0.965806 3.118011 -4.542174 -0.024 0.110 0.005 0.0996
H 2.475206 1.863411 -6.026074 0.010 0.055 -0.092 0.0813
H 3.539106 -0.215089 -5.217274 0.044 -0.097 -0.038 0.0911
H 3.034606 -1.067389 -2.964474 0.041 -0.162 0.102 0.1020
C 2.369706 -3.347689 3.294026 0.045 0.146 -0.216 -0.0795
C 2.896506 -2.621989 2.233726 0.170 -0.346 0.249 -0.0696
C 2.077906 -1.874789 1.415526 -0.639 0.376 -0.378 0.0047
C 0.694206 -1.839989 1.645526 0.898 -1.640 1.480 -0.2270
C 0.168306 -2.582889 2.719526 -0.011 0.322 -0.326 -0.0051
C 1.003306 -3.316389 3.530526 -0.054 -0.144 0.183 -0.0902
N -0.114194 -1.082589 0.844126 -3.680 0.579 -0.737 0.0494
N -1.399394 -1.333389 0.934426 4.367 -1.680 1.661 0.1360
C -2.241394 -0.619089 0.196126 -1.788 2.450 -2.532 -0.3299
C -3.630694 -0.700489 0.457226 1.203 -0.395 0.321 0.0040
C -4.496594 0.069511 -0.268474 -0.140 0.702 -0.641 -0.0714
C -3.991794 0.900511 -1.277174 -0.291 -0.469 0.407 -0.0491
C -2.626794 0.899011 -1.501474 0.087 0.164 -0.172 -0.1221
N -1.769094 0.183211 -0.798774 -0.245 -0.993 0.855 0.1243
H 3.019806 -3.930989 3.930226 0.055 -0.003 0.063 0.0982
H 3.961606 -2.648089 2.051926 0.048 0.079 -0.048 0.1046
H 2.475906 -1.311289 0.586326 0.017 0.142 -0.103 0.1042
H -0.894594 -2.537689 2.900026 0.001 -0.003 0.068 0.1025
H 0.588306 -3.863689 4.366326 -0.026 -0.025 0.030 0.0976
H -3.959494 -1.342889 1.257726 -0.063 -0.086 0.092 0.1074
H -5.558394 0.061511 -0.053974 0.030 -0.057 -0.001 0.1027
H -4.645294 1.523211 -1.870474 -0.005 0.036 -0.007 0.0977
H -2.192494 1.521011 -2.279174 0.009 0.012 0.049 0.1116
C -2.577994 -2.601589 -5.533874 -0.071 -0.277 0.015 -0.0970
N -1.489794 -2.370389 -4.614774 -0.147 -0.097 -0.028 -0.0577
C -1.278594 -2.897289 -3.386474 0.417 0.153 0.114 -0.8809
S -0.048194 -2.283789 -2.467474 0.252 0.138 0.309 0.7389
N -2.060494 -3.897189 -2.869774 -0.303 -0.069 0.085 -0.0724
C -2.518594 -5.061289 -3.602774 -0.009 0.040 -0.327 -0.1009
H -2.705894 -1.726789 -6.169174 0.039 0.015 0.059 0.0829
H -3.510094 -2.766289 -4.992874 -0.024 0.032 -0.052 0.0784
H -2.373494 -3.463689 -6.180674 -0.173 0.066 0.027 0.0797
H -0.859594 -1.606289 -4.811174 0.004 -0.152 0.051 0.1109
H -1.722594 -4.118389 -1.939974 -0.031 0.143 -0.223 0.0912
H -3.298894 -4.796589 -4.313374 -0.019 -0.143 -0.008 0.0558
H -2.934894 -5.772589 -2.892174 -0.007 0.037 -0.010 0.0816
H -1.701594 -5.551189 -4.143874 -0.030 -0.035 -0.016 0.0879
Cl 7.781006 -0.030389 4.394526 0.290 -0.110 0.118 0.6201
C 6.160106 0.281011 3.849526 -0.169 0.019 -0.020 -0.6886
C 5.194106 0.640811 4.773926 0.114 -0.032 -0.007 -0.1154
C 3.917406 0.936211 4.324626 -0.031 0.018 -0.120 -0.0175
C 3.614006 0.880611 2.970026 -0.170 0.002 0.029 -0.1170
C 4.593206 0.477111 2.068426 -0.051 0.074 0.085 -0.0312
C 5.872006 0.175711 2.499426 0.107 -0.003 0.077 -0.1145
C 2.219506 1.252311 2.451926 0.474 -0.032 -0.691 -0.6003
O 1.366906 1.608111 3.263926 -0.401 0.040 0.845 0.0173
O 2.114406 1.171511 1.197226 -0.005 -0.255 -0.050 -0.0478
H 5.449506 0.695111 5.823726 -0.004 0.009 0.007 0.0959
H 3.143806 1.222011 5.022026 -0.109 0.062 -0.016 0.1141
H 4.333306 0.417211 1.022426 -0.059 0.052 -0.088 0.1166
H 6.644406 -0.124089 1.804226 0.017 0.006 -0.010 0.0980
```
Positions in Å, forces in eV/Å.

As for the LUMO energy (spin up / spin down): 1.0493 / 1.0619 eV. Its spin multiplicity is 2. Its orbital gap (spin up / spin down) is 5.3 / 5.3 eV. Its expectation value of S² is 0.776. Its net charge is -1.


Molecular formula: C35H31I2N5OPW
Method: DFT, the ωB97M-V functional and the def2-TZVPD basis

```
76
Properties=species:S:1:pos:R:3:forces:R:3:lowdin_charge:R:1
W -0.290508 0.430516 -0.255362 -0.086 0.095 0.556 1.5503
I -5.360324 -2.991573 4.501822 -0.118 -0.060 0.167 1.0397
C -4.107050 -2.234224 3.052927 0.142 0.045 -0.213 -0.7249
C -4.277218 -2.627182 1.724681 0.101 0.105 0.034 -0.1827
C -3.437678 -2.128092 0.737147 -0.182 -0.147 0.325 -0.6400
I -3.640657 -2.775485 -1.220491 0.045 0.058 -0.067 1.0491
C -2.457176 -1.228768 1.119848 0.367 0.151 -0.416 -0.3233
O -1.641169 -0.695121 0.116267 -0.071 0.229 0.013 -0.3211
C -2.236938 -0.830356 2.430472 -0.199 -0.123 0.226 -0.1513
C -1.175568 0.151728 2.848455 0.173 0.000 0.016 -0.0962
N 0.017444 0.160836 1.944938 0.053 -0.203 -0.020 -0.1533
C 1.041427 1.108231 2.426110 0.042 0.008 0.049 -0.1141
C 2.154329 1.140983 1.420257 0.212 0.065 0.027 -0.2490
C 3.460257 1.435846 1.758579 -0.211 -0.041 -0.020 0.0393
C 4.431783 1.461703 0.766559 0.007 0.000 0.016 0.0326
C 4.071451 1.182457 -0.544228 -0.123 -0.025 -0.032 0.0093
C 2.753483 0.894049 -0.823738 0.105 -0.006 -0.031 -0.0770
N 1.798597 0.874804 0.136728 -0.114 -0.041 -0.015 -0.0658
C -3.082332 -1.356724 3.401664 0.021 -0.044 -0.162 -0.0838
H -5.054271 -3.331124 1.464913 -0.033 -0.023 -0.015 0.0975
H -0.823580 -0.113149 3.849548 -0.071 0.030 -0.017 0.1522
H -1.560131 1.171042 2.887810 -0.004 -0.051 -0.012 0.0979
H 0.424025 -0.780922 2.027448 -0.049 0.170 -0.030 0.1608
H 1.416323 0.823853 3.413338 -0.022 0.024 -0.065 0.1548
H 0.567844 2.092560 2.520068 0.026 -0.047 -0.020 0.1298
H 3.711039 1.630575 2.792161 0.025 0.011 0.014 0.1429
H 5.459854 1.683426 1.020057 0.024 0.004 -0.007 0.1423
H 4.800064 1.174396 -1.341856 0.010 0.003 -0.007 0.1361
H 2.436256 0.660059 -1.831183 0.049 0.017 0.077 0.1083
H -2.937518 -1.085145 4.438314 -0.009 0.022 0.053 0.1168
N 0.600437 2.153067 -5.481740 -0.021 0.026 0.010 0.1972
C 0.375194 1.182997 -4.592113 0.032 0.162 -0.025 -0.3230
C 0.257042 1.448776 -3.208113 -0.025 -0.132 -0.020 -0.0393
N 0.048972 0.440709 -2.357272 0.083 -0.112 -0.213 -0.1659
C -0.037187 -0.821354 -2.827754 -0.076 -0.128 -0.126 -0.1209
C 0.057776 -1.040419 -4.198421 -0.006 -0.108 0.077 -0.0556
N 0.263128 -0.068625 -5.060367 -0.016 -0.018 0.034 0.1805
H 0.666782 3.121295 -5.221494 0.009 -0.008 -0.002 0.1213
H 0.650518 1.910470 -6.459786 0.007 -0.002 0.011 0.1385
H 0.317929 2.448172 -2.801953 0.025 0.016 -0.036 0.1019
H -0.214242 -1.635333 -2.127262 0.057 0.126 -0.123 0.1047
H -0.027869 -2.045563 -4.592302 -0.003 -0.021 -0.022 0.1375
C -3.326128 3.306773 3.848347 0.033 0.017 0.007 -0.0265
C -3.958738 2.398438 3.009668 -0.003 0.012 -0.073 -0.0406
C -3.475255 2.183462 1.727990 -0.058 0.028 -0.016 -0.0974
C -2.348029 2.880597 1.285010 0.046 0.083 0.053 -0.3707
C -1.720990 3.802858 2.126438 -0.019 0.026 -0.028 -0.0824
C -2.214304 4.014013 3.405179 -0.044 -0.034 0.009 -0.0383
P -1.680614 2.466765 -0.330933 0.013 -0.307 0.059 1.0068
C -3.084043 2.291777 -1.428770 -0.118 0.209 0.010 -0.3755
C -4.043683 3.314642 -1.397355 0.007 -0.081 -0.025 -0.0832
C -5.141292 3.256048 -2.236839 0.020 -0.024 -0.002 -0.0286
C -5.297895 2.177652 -3.100893 0.032 -0.008 0.002 -0.0221
C -4.359364 1.156487 -3.123760 -0.012 0.032 0.020 -0.0462
C -3.250829 1.212567 -2.291310 0.046 -0.153 -0.064 -0.1039
C -0.592362 3.775666 -0.929194 -0.066 0.113 -0.039 -0.3743
C 0.650166 4.012158 -0.332555 0.049 -0.071 0.113 -0.1213
C 1.480375 5.010854 -0.812780 -0.012 0.045 -0.073 -0.0413
C 1.077647 5.786302 -1.894273 0.003 -0.033 0.038 -0.0253
C -0.155071 5.560738 -2.491121 -0.025 -0.042 0.020 -0.0342
C -0.989705 4.557556 -2.018195 0.061 0.008 -0.008 -0.0716
H -3.711365 3.480682 4.843051 -0.021 0.011 0.038 0.1265
H -4.837567 1.867629 3.347402 -0.041 -0.019 0.014 0.1264
H -3.982874 1.481508 1.077209 -0.013 -0.006 -0.046 0.1216
H -0.882460 4.392793 1.780037 0.029 -0.010 -0.027 0.1031
H -1.748846 4.747293 4.048298 0.025 0.023 0.021 0.1240
H -3.937019 4.151531 -0.718672 0.015 0.023 0.044 0.1255
H -5.878517 4.045915 -2.213888 -0.019 0.022 0.002 0.1266
H -6.158755 2.132485 -3.752776 -0.034 -0.007 -0.016 0.1270
H -4.494509 0.310858 -3.783327 0.000 -0.022 -0.017 0.1186
H -2.546278 0.387501 -2.318577 -0.041 0.081 0.037 0.0571
H 0.973188 3.438264 0.530661 -0.058 0.013 -0.040 0.0824
H 2.432809 5.200606 -0.338420 0.032 0.001 0.028 0.1211
H 1.718559 6.574704 -2.262014 0.036 0.033 -0.012 0.1272
H -0.477174 6.176396 -3.319365 -0.011 0.022 -0.025 0.1261
H -1.944012 4.390791 -2.498046 -0.029 -0.013 0.007 0.1092
```
Positions in Å, forces in eV/Å.

As for the LUMO energy (spin up / spin down): -10.0302 / -10.0111 eV. Its spin multiplicity is 1. Its orbital gap (spin up / spin down) is 5.4 / 5.4 eV. Its net charge is +3.


| no. | total energy (a.u.) |
| --- | --- |
| 1 | -4353.1004 |
| 2 | -2704.3188 |